Density functional theory data (wB97M-V/def2-TZVPD) for a 2-piece molecular cluster, C4H6NO overall at a distorted geometry.

Last column: Löwdin charge in e.
Element x y z (Å)
1 C 2.727 0.359 -0.323  0.04
2 C -2.111 0.383 -0.245  -0.21
3 C 2.271 -0.832 -0.457  0.15
4 C -3.158 -0.211 0.215  0.02
5 N 1.486 0.184 0.292  0.06
6 O -1.054 0.937 -0.536  0.05
7 H 3.443 1.237 -0.253  0.18
8 H -3.941 0.268 1.001  0.15
9 H 1.843 -1.716 -0.802  0.13
10 H -3.499 -1.237 -0.064  0.09
11 H 1.311 -0.075 1.331  0.22
12 H 0.682 0.704 -0.158  0.12

**E**: -285.57479 Ha
**Charge**: +1
**Energy above the lowest of the compared OMol25 structures with the same formula, charge and spin**: 387.03 kJ/mol
**Spin multiplicity**: 1


Density functional theory data (wB97M-V/def2-TZVPD) for C25H30N4O4 in the gas phase.

Last column: Löwdin charge in e.
Element x y z (Å)
1 C 0.458 0.097 -3.437  -0.03
2 O 0.063 -0.406 -2.166  -0.04
3 C -1.263 -0.573 -1.995  -0.42
4 O -2.065 -0.290 -2.861  0.09
5 C -1.585 -1.144 -0.695  -0.05
6 C -0.728 -1.402 0.370  -0.10
7 N 0.630 -1.081 0.427  0.15
8 C 1.657 -1.943 0.565  -0.47
9 O 1.568 -3.152 0.584  0.07
10 C 2.996 -1.228 0.794  -0.08
11 N 2.944 0.173 0.441  -0.19
12 C 3.241 0.399 -0.962  -0.13
13 C 3.107 1.904 -1.282  -0.12
14 N 2.436 2.599 -0.198  -0.10
15 C 1.050 2.425 -0.104  -0.16
16 C 0.413 1.956 1.047  -0.03
17 C -0.960 1.795 1.105  -0.08
18 C -1.744 2.089 0.006  -0.08
19 C -1.142 2.590 -1.134  0.00
20 C 0.229 2.779 -1.192  -0.23
21 O 0.748 3.295 -2.373  -0.15
22 C 1.296 4.593 -2.250  -0.07
23 C 3.249 2.520 0.997  -0.14
24 C 3.706 1.068 1.290  -0.15
25 C -1.508 -1.959 1.420  -0.04
26 C -1.237 -2.366 2.741  -0.20
27 C 0.134 -2.273 3.328  -0.03
28 C -2.294 -2.852 3.480  -0.06
29 C -3.591 -2.945 2.964  -0.08
30 C -3.884 -2.531 1.688  -0.02
31 C -2.834 -2.028 0.920  -0.16
32 N -2.863 -1.525 -0.341  -0.03
33 C -4.063 -1.447 -1.130  -0.01
34 H -0.240 -0.241 -4.206  0.10
35 H 1.456 -0.289 -3.635  0.09
36 H 0.466 1.188 -3.419  0.08
37 H 0.886 -0.109 0.277  0.10
38 H 3.203 -1.329 1.864  0.13
39 H 3.783 -1.780 0.259  0.13
40 H 4.257 0.048 -1.221  0.13
41 H 2.522 -0.183 -1.540  0.10
42 H 2.557 2.046 -2.210  0.11
43 H 4.096 2.359 -1.394  0.13
44 H 1.000 1.689 1.912  0.11
45 H -1.411 1.415 2.010  0.11
46 H -2.813 1.944 0.036  0.11
47 H -1.729 2.849 -2.002  0.13
48 H 2.102 4.620 -1.512  0.08
49 H 1.687 4.850 -3.233  0.09
50 H 0.522 5.314 -1.965  0.10
51 H 2.696 2.944 1.835  0.12
52 H 4.127 3.153 0.827  0.12
53 H 4.792 0.970 1.116  0.12
54 H 3.510 0.813 2.333  0.12
55 H 0.544 -1.275 3.183  0.08
56 H 0.794 -2.984 2.834  0.08
57 H 0.112 -2.498 4.391  0.08
58 H -2.119 -3.173 4.496  0.11
59 H -4.376 -3.342 3.591  0.10
60 H -4.886 -2.592 1.294  0.10
61 H -3.838 -0.973 -2.081  0.08
62 H -4.817 -0.858 -0.602  0.10
63 H -4.461 -2.448 -1.309  0.10

**E**: -1490.65405 Ha
**Charge**: 0
**Energy above the lowest of the compared OMol25 structures with the same formula, charge and spin**: 149.41 kJ/mol
**Spin multiplicity**: 1


Density functional theory data (wB97M-V/def2-TZVPD) for a 8-piece molecular cluster, C21H54F7NO16P2S8 overall at a distorted geometry.

Last column: Löwdin charge in e.
Element x y z (Å)
1 N -9.045 2.025 0.153  -0.21
2 P -7.501 1.469 0.334  0.68
3 O -7.623 -0.055 1.220  -0.22
4 O -6.632 2.707 1.212  -0.20
5 O -6.879 1.161 -1.267  -0.30
6 P -5.192 0.659 -1.210  0.78
7 O -5.093 -0.738 -1.968  -0.29
8 O -4.591 0.391 0.406  -0.28
9 C -3.603 -0.695 0.464  -0.21
10 C -2.261 -0.477 -0.447  -0.16
11 C -1.165 0.580 0.156  -0.20
12 C -1.757 1.679 1.215  -0.21
13 S -0.509 3.061 1.602  0.82
14 O -1.389 4.339 1.886  -0.41
15 O 0.477 3.348 0.445  -0.35
16 O 0.301 2.687 3.089  -0.24
17 O -4.219 1.927 -1.907  -0.13
18 C -4.304 1.956 -3.375  -0.23
19 F -5.577 1.455 -3.942  0.05
20 F -3.086 1.256 -3.893  0.05
21 C -4.099 3.559 -3.805  -0.08
22 F -2.873 4.014 -3.049  0.03
23 F -3.805 3.740 -5.249  0.05
24 C -5.323 4.528 -3.302  -0.13
25 F -5.464 4.650 -1.832  0.05
26 F -5.010 5.915 -3.805  0.03
27 F -6.655 4.190 -3.907  0.04
28 H -9.116 2.983 0.608  0.00
29 H -8.470 0.063 1.742  0.08
30 H -5.797 2.985 0.736  0.07
31 H -3.249 -0.766 1.598  0.15
32 H -4.098 -1.758 0.237  0.15
33 H -2.453 -0.183 -1.564  0.10
34 H -1.711 -1.537 -0.485  0.12
35 H -0.283 -0.061 0.639  0.14
36 H -0.665 1.114 -0.788  0.13
37 H -2.091 1.129 2.194  0.12
38 H -2.703 2.196 0.753  0.11
39 H -0.261 3.170 3.793  0.11
40 C 1.204 -5.741 -0.529  -0.26
41 S 1.051 -3.957 -0.792  0.82
42 O 0.410 -3.374 0.432  -0.58
43 C -0.221 -4.064 -2.074  -0.27
44 H 1.930 -5.913 0.269  0.05
45 H 0.238 -6.160 -0.236  0.04
46 H 1.557 -6.217 -1.447  0.04
47 H -1.100 -4.585 -1.686  0.05
48 H 0.177 -4.594 -2.942  0.06
49 H -0.503 -3.050 -2.368  0.04
50 C 6.074 -6.477 -1.316  -0.27
51 S 5.199 -7.531 -2.497  0.81
52 O 3.864 -6.901 -2.761  -0.57
53 C 4.932 -8.910 -1.357  -0.27
54 H 6.311 -5.529 -1.806  0.05
55 H 5.443 -6.285 -0.445  0.06
56 H 7.002 -6.965 -1.008  0.05
57 H 4.370 -8.571 -0.483  0.06
58 H 5.896 -9.321 -1.047  0.05
59 H 4.361 -9.684 -1.876  0.05
60 C 3.591 2.586 1.155  -0.27
61 S 4.092 1.224 0.073  0.81
62 O 3.222 0.047 0.399  -0.57
63 C 5.699 0.945 0.854  -0.29
64 H 2.584 2.902 0.871  0.01
65 H 3.586 2.255 2.196  0.04
66 H 4.281 3.424 1.030  0.06
67 H 5.566 0.713 1.914  0.04
68 H 6.322 1.835 0.739  0.04
69 H 6.183 0.100 0.358  0.05
70 C 9.751 3.045 2.573  -0.27
71 S 8.697 2.040 3.647  0.84
72 O 7.517 1.598 2.835  -0.57
73 C 8.150 3.404 4.703  -0.29
74 H 10.175 2.398 1.801  0.05
75 H 9.160 3.833 2.100  0.06
76 H 10.560 3.484 3.161  0.05
77 H 7.657 4.170 4.100  0.04
78 H 9.010 3.831 5.224  0.06
79 H 7.443 3.011 5.438  0.03
80 C 3.389 4.703 4.467  -0.25
81 S 4.555 4.710 5.850  0.85
82 O 5.928 4.499 5.284  -0.58
83 C 4.013 3.138 6.562  -0.26
84 H 3.572 5.589 3.854  0.06
85 H 3.534 3.807 3.859  0.04
86 H 2.367 4.735 4.850  0.05
87 H 4.121 2.337 5.826  0.06
88 H 2.971 3.219 6.879  0.05
89 H 4.638 2.917 7.431  0.05
90 C -5.266 3.832 -9.628  -0.27
91 S -6.320 2.827 -8.553  0.80
92 O -7.500 2.385 -9.366  -0.56
93 C -6.866 4.190 -7.497  -0.27
94 H -4.841 3.185 -10.400  0.05
95 H -5.857 4.620 -10.101  0.06
96 H -4.457 4.271 -9.040  0.05
97 H -7.360 4.957 -8.100  0.06
98 H -6.006 4.618 -6.977  0.04
99 H -7.574 3.798 -6.763  0.05
100 C -1.989 -6.101 2.488  -0.27
101 S -0.474 -6.677 3.293  0.81
102 O 0.259 -7.539 2.309  -0.56
103 C -1.294 -7.775 4.474  -0.28
104 H -1.714 -5.421 1.678  0.04
105 H -2.540 -6.950 2.076  0.06
106 H -2.608 -5.567 3.212  0.05
107 H -1.887 -8.522 3.941  0.06
108 H -1.935 -7.187 5.136  0.05
109 H -0.528 -8.278 5.068  0.05

**E**: -6657.98801 Ha
**Charge**: 0
**Spin multiplicity**: 1


Density functional theory data (wB97M-V/def2-TZVPD) for C40H36N6OP2SSeYb as an isolated structure at a distorted geometry.

Last column: Löwdin charge in e.
Element x y z (Å)
1 Yb -0.089 -0.783 -1.486  0.99
2 N -0.806 3.365 -3.869  0.10
3 C -0.596 2.049 -3.577  -0.73
4 S -1.856 1.306 -2.515  0.80
5 N 0.396 1.432 -4.090  0.02
6 N 0.550 0.100 -3.680  -0.10
7 C 1.024 -0.647 -4.613  -0.07
8 C 1.190 -2.087 -4.523  -0.16
9 C 2.057 -2.711 -5.432  -0.05
10 C 2.259 -4.071 -5.413  -0.09
11 C 1.554 -4.840 -4.479  -0.07
12 C 0.667 -4.256 -3.599  -0.02
13 C 0.455 -2.869 -3.605  -0.37
14 O -0.405 -2.320 -2.775  -0.24
15 H -1.665 3.810 -3.609  0.07
16 H -0.237 3.787 -4.584  0.11
17 H 1.314 -0.159 -5.542  0.13
18 H 2.581 -2.093 -6.154  0.11
19 H 2.936 -4.539 -6.113  0.10
20 H 1.696 -5.914 -4.452  0.11
21 H 0.101 -4.851 -2.892  0.11
22 C 1.391 2.614 0.314  -0.28
23 C 0.498 2.404 -0.903  -0.32
24 P -1.342 1.759 -0.472  0.76
25 C -2.932 0.754 0.023  -0.38
26 C -2.967 -0.631 -0.153  -0.17
27 C -4.001 -1.408 0.340  -0.07
28 C -5.030 -0.801 1.048  -0.07
29 C -5.012 0.573 1.236  -0.06
30 C -3.970 1.347 0.734  -0.08
31 C -1.981 3.413 -0.019  -0.38
32 C -1.716 3.908 1.258  -0.09
33 C -2.194 5.155 1.640  -0.06
34 C -2.943 5.917 0.754  -0.07
35 C -3.229 5.420 -0.511  -0.06
36 C -2.754 4.172 -0.894  -0.10
37 C 2.010 1.318 0.840  -0.36
38 P 0.760 0.042 1.296  1.02
39 C 1.780 -1.144 2.269  -0.36
40 C 3.169 -1.205 2.183  -0.10
41 C 3.885 -2.154 2.907  -0.08
42 C 3.222 -3.059 3.719  -0.07
43 C 1.835 -3.009 3.813  -0.08
44 C 1.124 -2.061 3.095  -0.13
45 C -0.134 0.865 2.674  -0.38
46 C 0.486 1.787 3.521  -0.09
47 C -0.213 2.364 4.571  -0.07
48 C -1.542 2.019 4.799  -0.07
49 C -2.161 1.085 3.982  -0.06
50 C -1.459 0.513 2.926  -0.11
51 H 0.854 3.134 1.108  0.08
52 H 2.205 3.281 0.024  0.12
53 H 0.985 1.699 -1.588  0.04
54 H 0.324 3.329 -1.451  0.08
55 H -2.195 -1.157 -0.684  0.03
56 H -4.007 -2.478 0.171  0.11
57 H -5.842 -1.397 1.443  0.11
58 H -5.816 1.054 1.779  0.11
59 H -3.978 2.414 0.908  0.10
60 H -1.167 3.310 1.978  0.08
61 H -1.988 5.525 2.636  0.11
62 H -3.314 6.890 1.051  0.11
63 H -3.836 5.998 -1.198  0.11
64 H -3.026 3.772 -1.864  0.08
65 H 2.664 1.515 1.688  0.08
66 H 2.636 0.876 0.059  0.07
67 H 3.714 -0.517 1.548  0.10
68 H 4.966 -2.183 2.831  0.11
69 H 3.779 -3.799 4.281  0.11
70 H 1.309 -3.711 4.448  0.11
71 H 0.044 -2.023 3.191  0.09
72 H 1.523 2.062 3.372  0.11
73 H 0.282 3.079 5.217  0.11
74 H -2.087 2.470 5.618  0.11
75 H -3.191 0.802 4.158  0.11
76 H -1.955 -0.213 2.293  0.09
77 Se -0.444 -4.219 0.861  1.21
78 N 1.195 -4.872 0.927  -0.19
79 C 1.973 -4.013 0.287  -0.37
80 C 3.375 -4.148 0.049  0.03
81 C 3.996 -3.159 -0.651  -0.03
82 C 3.265 -2.033 -1.125  -0.07
83 N 1.973 -1.858 -0.936  0.03
84 C 1.319 -2.847 -0.234  -0.51
85 N 0.015 -2.762 -0.042  -0.31
86 H 3.908 -5.013 0.422  0.13
87 H 5.056 -3.211 -0.864  0.12
88 H 3.779 -1.265 -1.696  0.13

**E**: -6590.47529 Ha
**Charge**: +1
**Spin multiplicity**: 2


Density functional theory data (wB97M-V/def2-TZVPD) for C12H38F2NO14S2Tl as an isolated structure at a distorted geometry.

Last column: Löwdin charge in e.
Element x y z (Å)
1 Tl -4.293 0.716 0.857  1.08
2 N -1.596 0.077 1.682  -0.30
3 S -0.576 0.703 2.681  0.45
4 O 0.022 2.034 2.436  -0.31
5 O 0.085 -0.195 3.548  -0.23
6 F -1.780 1.306 3.618  -0.22
7 S -0.407 -0.029 0.443  0.60
8 O 0.902 -0.552 0.671  -0.27
9 O -0.524 0.993 -0.633  -0.29
10 F -1.157 -1.337 -0.218  -0.21
11 C 2.194 0.093 -2.568  -0.22
12 C 3.284 0.666 -3.332  -0.20
13 C 4.313 -0.420 -3.150  -0.19
14 O 3.494 -1.567 -3.345  -0.12
15 C 2.204 -1.401 -2.834  -0.19
16 H 1.282 0.587 -2.904  0.12
17 H 2.362 0.381 -1.530  0.09
18 H 3.700 1.613 -2.989  0.12
19 H 3.090 0.699 -4.404  0.13
20 H 4.674 -0.400 -2.121  0.11
21 H 5.080 -0.408 -3.925  0.13
22 H 2.096 -1.845 -1.845  0.11
23 H 1.374 -1.731 -3.459  0.12
24 C -4.003 -4.745 -2.182  -0.15
25 C -2.517 -4.679 -1.872  -0.17
26 C -1.925 -3.530 -2.779  -0.15
27 O -3.051 -2.662 -2.808  -0.21
28 C -4.320 -3.367 -2.875  -0.14
29 H -4.655 -5.084 -1.377  0.11
30 H -4.086 -5.482 -2.981  0.11
31 H -2.129 -5.679 -2.064  0.11
32 H -2.183 -4.412 -0.870  0.10
33 H -1.862 -3.885 -3.808  0.12
34 H -1.024 -3.188 -2.271  0.11
35 H -4.650 -3.509 -3.904  0.12
36 H -5.102 -2.776 -2.398  0.12
37 C 3.389 1.646 3.018  -0.13
38 C 3.321 1.445 1.536  -0.14
39 C 4.746 1.532 1.001  -0.07
40 O 5.483 1.925 2.135  0.15
41 C 4.630 2.476 3.157  -0.07
42 H 3.449 0.671 3.502  0.15
43 H 2.496 2.177 3.346  0.11
44 H 2.755 2.183 0.967  0.14
45 H 2.903 0.462 1.318  0.11
46 H 4.855 2.266 0.203  0.18
47 H 5.176 0.684 0.469  0.16
48 H 4.420 3.541 3.058  0.18
49 H 5.110 2.343 4.127  0.16
50 O -3.180 0.121 -1.769  -0.14
51 H -2.961 0.571 -2.585  0.06
52 H -3.072 -0.808 -1.972  0.00
53 O -2.224 4.038 3.893  -0.03
54 H -1.634 4.674 4.298  0.05
55 H -2.835 3.800 4.590  0.07
56 O -1.733 -2.550 3.496  -0.05
57 H -1.497 -1.880 2.855  -0.03
58 H -1.014 -3.180 3.461  0.04
59 O -1.934 3.212 -1.947  -0.04
60 H -1.506 4.063 -1.855  0.04
61 H -1.274 2.580 -1.658  -0.02
62 O -2.531 3.072 1.411  -0.16
63 H -2.135 3.763 0.881  0.04
64 H -2.489 3.403 2.308  -0.03
65 O 0.746 4.518 3.634  -0.05
66 H 1.334 4.022 4.204  0.02
67 H 0.295 3.852 3.116  -0.02
68 O -3.829 -2.149 0.398  -0.13
69 H -3.677 -2.799 -0.288  0.01
70 H -3.897 -2.662 1.203  0.05

**E**: -2756.28874 Ha
**Charge**: +1
**Spin multiplicity**: 2


Density functional theory data (wB97M-V/def2-TZVPD) for C12H38B2CoN2O4 as an isolated structure at a distorted geometry.

Last column: Löwdin charge in e.
Element x y z (Å)
1 Co 0.473 0.211 1.276  0.53
2 B 2.369 1.336 1.440  -0.38
3 H 2.237 1.287 2.637  -0.01
4 H 2.588 0.210 1.061  -0.01
5 H 1.409 1.779 0.879  -0.02
6 H 3.312 2.027 1.169  0.00
7 B -0.206 -1.295 2.777  -0.35
8 H -0.893 -0.844 1.914  -0.03
9 H -0.113 -2.467 2.517  -0.01
10 H 0.902 -0.853 2.661  0.00
11 H -0.606 -1.000 3.866  0.00
12 C -3.974 1.754 -3.013  -0.10
13 O -2.951 1.243 -2.189  -0.17
14 C -3.410 0.719 -0.988  -0.26
15 C -2.251 0.090 -0.244  -0.17
16 N -1.128 0.980 0.065  -0.08
17 C -1.502 2.275 0.676  -0.15
18 C -1.693 2.157 2.168  -0.19
19 O -0.495 1.645 2.711  -0.28
20 C -0.340 1.921 4.076  -0.09
21 H -4.216 2.790 -2.760  0.09
22 H -4.907 1.181 -2.931  0.09
23 H -3.663 1.668 -4.053  0.09
24 H -4.168 -0.075 -1.105  0.13
25 H -3.971 1.429 -0.357  0.12
26 H -1.871 -0.702 -0.896  0.12
27 H -2.606 -0.424 0.651  0.12
28 H -0.712 1.244 -0.824  0.08
29 H -2.351 2.738 0.167  0.12
30 H -0.666 2.954 0.489  0.13
31 H -2.538 1.479 2.378  0.14
32 H -1.969 3.100 2.648  0.13
33 H -0.414 2.995 4.276  0.10
34 H 0.639 1.605 4.432  0.09
35 H -1.053 1.364 4.696  0.10
36 C 2.074 2.289 -1.862  -0.09
37 O 0.874 1.555 -1.814  -0.22
38 C 0.978 0.282 -2.359  -0.22
39 C 1.696 -0.779 -1.537  -0.17
40 N 1.060 -1.238 -0.297  -0.07
41 C 1.938 -2.205 0.354  -0.20
42 C 2.282 -3.436 -0.512  -0.21
43 O 1.141 -3.779 -1.295  -0.21
44 C 1.308 -5.041 -1.910  -0.11
45 H 1.978 3.206 -1.284  0.10
46 H 2.389 2.471 -2.894  0.09
47 H 2.891 1.777 -1.334  0.08
48 H 1.471 0.315 -3.340  0.13
49 H -0.040 -0.075 -2.563  0.13
50 H 2.727 -0.478 -1.353  0.13
51 H 1.726 -1.613 -2.246  0.12
52 H 0.198 -1.721 -0.533  0.12
53 H 1.490 -2.671 1.229  0.09
54 H 2.865 -1.751 0.694  0.12
55 H 2.628 -4.282 0.085  0.13
56 H 3.088 -3.196 -1.223  0.12
57 H 0.674 -5.079 -2.797  0.09
58 H 0.982 -5.817 -1.212  0.09
59 H 2.319 -5.259 -2.266  0.09

**E**: -2322.78048 Ha
**Charge**: 0
**Spin multiplicity**: 4